Record 1
This record from the Open Molecules 2025 dataset describes a molecular structure, C13H31CaN2O8P2S4. The level of theory is the ωB97M-V functional and the def2-TZVPD basis.

The geometry in ORCA input format:
```
! wB97M-V def2-TZVPD RIJCOSX def2/J DEFGRID3
* xyz -1 1
Ca 1.24924 -0.17289 0.36697
S 0.68815 2.61176 -1.63454
S -2.71850 -1.09558 1.11217
S -0.28854 -2.28720 -1.17581
S -3.45256 -0.19746 -2.01150
P 3.48340 -2.21400 0.62463
P 3.27242 -0.77516 -1.91692
O 3.31486 -1.39152 -3.40716
O 4.67872 -2.94261 1.07111
O 4.42184 0.12660 -1.73597
O 1.86132 -0.25767 -1.67562
O 3.41794 -2.13827 -1.01786
O 0.02922 -0.69391 2.01551
O 3.11145 -0.83659 1.12999
O 2.14846 -3.09206 0.91811
N 2.10970 1.97647 1.13404
N -0.68672 1.94694 1.06067
C -1.66130 -3.20542 -0.45388
C -4.55716 -1.28329 -1.06980
C 0.40042 -1.07517 3.29046
C 1.39869 2.95417 1.94735
C 3.01885 2.48339 0.10939
C -1.38756 2.89240 0.22950
C -0.94679 -1.44591 -2.66323
C -0.47558 3.66874 -0.73865
C -0.02733 2.46181 2.24598
C -2.43582 -1.36253 -2.95757
C 2.31376 3.21781 -1.04961
C -4.34979 -1.36027 0.45953
C -2.00997 -2.74728 0.96284
H -4.96557 -0.59751 0.93983
H -1.34829 -4.25024 -0.42804
H -1.11784 -2.72564 1.58700
H -0.59689 3.28497 2.70629
H 0.02613 1.64160 2.96246
H 1.36413 3.89705 1.39805
H 0.08788 4.44380 -0.21730
H 2.18128 4.27996 -0.83636
H 1.24656 -0.48146 3.69177
H -1.10175 4.17547 -1.47583
H -1.23527 1.12746 1.28277
H -5.56722 -0.92246 -1.26940
H 0.73293 -2.12624 3.34492
H 2.35614 -4.01986 0.76610
H -2.72973 -3.45239 1.39272
H -2.53230 -3.14712 -1.10402
H 3.56620 1.63446 -0.30528
H 2.53631 -1.93981 -3.55243
H -4.71541 -2.32710 0.81758
H 3.77250 3.17055 0.52056
H -0.49454 -0.45459 -2.64004
H 2.97388 3.14644 -1.91380
H -2.12520 2.33590 -0.35288
H -2.91700 -2.34107 -2.91614
H -1.93762 3.63969 0.82665
H 2.62941 1.32745 1.72276
H -4.49017 -2.27433 -1.51931
H -2.51227 -1.03462 -3.99558
H 1.92140 3.16068 2.88786
H -0.50994 -1.96718 -3.51862
H -0.41855 -0.96913 4.02760
*
```

Properties
Relative energy (zero: lowest compared OMol25 entry of this formula, charge and spin): 118.84 kJ/mol
E_LUMO: 2.1404 eV
HOMO level: -5.21 eV
Orbital gap: 7.347 eV

=====

Record 2
This record from the Open Molecules 2025 dataset describes 5 unconnected molecules or ions with the total composition C13H32Cl4O3S3. The level of theory is the ωB97M-V functional and the def2-TZVPD basis.

The geometry in ORCA input format:
```
! wB97M-V def2-TZVPD RIJCOSX def2/J DEFGRID3
* xyz 0 1
Cl -24.21319 -12.67467 37.57983
Cl -22.53373 -10.38528 37.02465
Cl -22.93165 -11.25661 39.71507
Cl -25.09252 -10.02904 38.26126
S -23.32581 -11.70376 44.66052
S -19.84729 -14.33572 38.84375
S -27.31123 -6.54233 36.50966
O -22.73366 -13.02572 44.35110
O -21.13911 -13.60649 38.90887
O -27.47577 -5.89313 37.82341
C -27.44780 -5.26509 35.25867
C -28.18812 -10.92737 42.87520
C -25.00694 -11.75195 44.02150
C -28.97729 -11.27923 40.47413
C -27.92450 -12.66857 37.89138
C -29.32589 -12.10237 38.09246
C -20.23347 -16.07291 38.62191
C -29.79827 -12.14800 39.53588
C -19.24294 -14.04825 37.17704
C -25.57349 -6.85213 36.26784
C -29.19699 -11.60015 41.93324
C -22.68574 -10.56859 43.42173
C -23.68995 -11.09604 38.13062
H -27.61684 -13.30544 38.72232
H -29.73677 -13.18817 39.88035
H -29.44563 -11.09439 37.68478
H -28.12647 -11.46486 43.82576
H -21.75691 -10.10983 43.75118
H -19.35397 -16.56948 38.20546
H -27.18463 -10.92564 42.44255
H -26.67856 -4.50192 35.35154
H -25.25337 -7.83381 36.60722
H -28.43293 -4.83036 35.41970
H -24.96796 -11.99405 42.95846
H -19.10370 -12.96833 37.14337
H -29.19624 -12.67766 42.12828
H -29.20932 -10.22065 40.32753
H -30.86062 -11.89034 39.58713
H -25.54384 -12.51110 44.58476
H -27.42337 -5.76366 34.28906
H -25.50789 -10.79195 44.15280
H -18.29134 -14.54834 37.00810
H -20.45818 -16.51944 39.58690
H -22.48520 -11.16502 42.53016
H -21.07120 -16.16339 37.93244
H -20.01074 -14.35412 36.46986
H -24.96028 -6.14429 36.83549
H -27.88982 -13.19138 36.93840
H -27.91168 -11.43904 40.27204
H -30.20473 -11.30062 42.25194
H -23.40860 -9.79697 43.15660
H -30.03936 -12.70272 37.51268
H -28.45688 -9.90342 43.13930
H -25.28623 -6.69087 35.22724
H -27.18812 -11.86336 37.86808
*
```

Properties
Relative energy (zero: lowest compared OMol25 entry of this formula, charge and spin): 0.00 kJ/mol
E_LUMO: 0.4333 eV
HOMO level: -8.77 eV
Orbital gap: 9.207 eV

=====

Record 3
This record from the Open Molecules 2025 dataset describes a molecular structure, C13H32FeN4O9P. The level of theory is the ωB97M-V functional and the def2-TZVPD basis.

The geometry in ORCA input format:
```
! wB97M-V def2-TZVPD RIJCOSX def2/J DEFGRID3
* xyz -1 5
Fe 20.76074 -7.12522 14.97647
P 21.76503 -5.98026 12.82190
O 20.31436 -5.90619 13.54743
O 22.18371 -4.51395 12.77527
O 21.69545 -6.70051 11.48363
O 20.96530 -5.38990 16.21719
O 23.31860 -9.36214 13.65104
O 18.85442 -7.40880 15.86788
O 21.55298 -8.35941 16.44231
O 22.50772 -6.87846 13.91706
O 20.30636 -8.99284 13.90454
N 22.84131 -9.33431 18.02228
N 17.60564 -7.35956 17.75024
N 20.38036 -10.51963 12.23316
N 22.68884 -4.34375 17.29991
C 21.87614 -4.59386 16.23549
C 22.48657 -5.02648 18.55619
C 17.89302 -7.77035 16.49803
C 24.06783 -9.39700 12.45211
C 22.60845 -8.86158 16.77613
C 18.52640 -6.48861 18.45494
C 23.58738 -3.22418 17.32048
C 24.16723 -9.75433 18.37486
C 16.44527 -7.81910 18.47499
C 19.83332 -11.61051 12.99686
C 21.82193 -9.31190 19.04347
C 20.60357 -9.29030 12.76157
C 20.70710 -10.78645 10.86220
H 23.57477 -2.68625 16.37231
H 22.91526 -8.43858 13.68568
H 24.70801 -8.51270 12.37412
H 18.83908 -11.86305 12.61575
H 19.45582 -6.38415 17.89899
H 16.53808 -8.85600 18.81611
H 21.00568 -8.53320 12.06257
H 23.24735 -2.47123 18.04790
H 24.20404 -10.75857 18.80488
H 24.69054 -9.04784 19.02542
H 24.76282 -9.82840 17.46291
H 19.83393 -11.23548 10.36166
H 22.05289 -4.38830 19.33330
H 23.43116 -5.47193 18.87728
H 20.90338 -9.87825 10.29642
H 24.61668 -3.48538 17.57409
H 20.50085 -12.47643 12.93533
H 16.22749 -7.17126 19.31819
H 21.52252 -11.50502 10.72587
H 18.08764 -5.49827 18.59778
H 23.39178 -9.42275 11.59125
H 22.01660 -8.52928 19.78254
H 17.14194 -8.46440 16.08155
H 21.75260 -10.28421 19.53452
H 21.76490 -5.82914 18.40068
H 24.72041 -10.27555 12.45640
H 23.45513 -8.95712 16.08627
H 15.56445 -7.80871 17.82543
H 22.14252 -3.97468 15.36299
H 19.77976 -11.33361 14.04653
H 18.76283 -6.91762 19.43438
H 20.86997 -9.11035 18.55389
*
```

Properties
E_LUMO (alpha / beta): 2.0628 / 2.0617 eV
HOMO level (alpha / beta): -2.46 / -2.50 eV
Orbital gap (alpha / beta): 4.523 / 4.558 eV